Record 1
Below is a 13-piece molecular cluster, C20H66N2O13 overall at a distorted geometry, with properties calculated with the ωB97M-V functional and the def2-TZVPD basis.

Energy above the lowest of the compared OMol25 structures with the same formula, charge and spin in kcal/mol: 77.41
E_LUMO in Eh: -0.00576
Gap between HOMO and LUMO in eV: 9.01
HOMO level in eV: -9.2

Cartesian coordinates (Å):
1 O 1.464 -2.288 4.489
2 O -1.740 -2.213 3.198
3 O -5.095 -1.741 -0.314
4 O 3.266 -4.620 0.670
5 O 1.238 4.637 1.921
6 O 0.189 0.851 -0.112
7 O -1.666 3.072 3.921
8 O 2.940 2.489 -0.917
9 O -2.047 -2.726 -1.063
10 O 2.809 0.237 0.852
11 O 2.315 -0.526 -4.243
12 O -2.490 0.442 -5.417
13 O -2.067 2.606 -0.939
14 N 4.783 0.294 2.180
15 N 4.880 -0.660 0.201
16 C -2.864 -3.166 -2.121
17 C 2.818 2.772 -3.215
18 C -1.404 3.326 -1.958
19 C 2.718 -3.281 0.563
20 C 1.060 -1.476 -2.548
21 C 3.015 1.773 -2.121
22 C 1.649 -1.689 -3.938
23 C 1.211 -3.350 0.631
24 C 0.660 0.053 4.423
25 C -2.219 -0.165 -3.144
26 C -0.730 -0.089 0.223
27 C -4.337 0.098 0.850
28 C -2.173 1.984 3.169
29 C -2.430 -1.638 4.295
30 C -0.254 3.988 -1.177
31 C -1.680 -0.226 -4.526
32 C -4.587 -0.511 -0.523
33 C 4.134 -0.006 1.066
34 C 1.002 3.249 1.998
35 C 1.375 -1.088 3.670
36 H 1.907 3.177 -3.158
37 H 2.317 0.917 -1.936
38 H 0.838 -2.307 0.729
39 H -0.288 -0.082 4.891
40 H 1.773 0.023 -4.750
41 H 0.318 4.635 -1.841
42 H -3.599 -0.523 -1.069
43 H -2.767 1.321 -5.008
44 H -1.787 0.146 -0.178
45 H 1.868 2.714 1.688
46 H 4.581 -1.096 -0.725
47 H -3.867 -2.808 -2.047
48 H 0.553 -0.499 -2.403
49 H 2.423 -0.778 3.448
50 H -2.908 1.506 3.797
51 H -2.590 -0.596 4.208
52 H -0.581 4.610 -0.334
53 H -1.001 2.759 -2.803
54 H 1.718 -1.372 -1.692
55 H 5.829 0.177 2.340
56 H -1.356 1.265 2.997
57 H 5.809 -1.048 0.509
58 H -0.707 -0.434 1.292
59 H -2.001 3.103 4.762
60 H 0.758 2.859 3.030
61 H -1.336 2.173 -0.423
62 H -0.351 -1.018 -0.215
63 H 1.928 -2.985 4.117
64 H 0.142 2.972 1.377
65 H 1.317 0.273 5.298
66 H -3.979 1.063 0.897
67 H 3.616 3.502 -3.182
68 H -2.017 -1.911 5.302
69 H -1.535 -1.259 -4.867
70 H 2.897 2.291 -4.105
71 H 4.026 1.371 -2.268
72 H 0.478 3.237 -0.724
73 H 0.709 1.019 3.823
74 H -5.077 0.141 -1.246
75 H -3.426 -2.153 4.127
76 H -5.165 0.066 1.532
77 H -2.093 0.842 -2.829
78 H 0.856 -1.196 2.729
79 H -2.958 -4.268 -2.043
80 H -2.426 -3.005 -0.257
81 H -3.652 -0.459 1.521
82 H 2.316 -2.465 -3.935
83 H -5.373 -2.043 -1.231
84 H -1.578 -0.793 -2.533
85 H 0.351 -2.216 -2.280
86 H -1.884 4.191 -2.275
87 H 0.846 -1.756 -4.744
88 H 3.104 -2.755 -0.324
89 H -3.166 -0.474 -3.120
90 H 0.782 -3.993 1.344
91 H 3.074 1.895 -0.165
92 H 0.879 -3.833 -0.225
93 H 0.403 5.077 2.166
94 H -2.623 2.183 2.256
95 H 3.064 -2.789 1.526
96 H 4.181 0.823 2.877
97 H -0.710 0.192 -4.535
98 H 4.178 -4.637 0.389
99 H 1.021 0.474 0.173
100 H -2.536 -2.848 -3.077
101 H -1.265 -3.014 3.358

Atom charges from the Löwdin analysis, given in e for atoms 1 to 99:
1. O -0.0589
2. O -0.1345
3. O -0.0626
4. O -0.0841
5. O -0.1035
6. O -0.1222
7. O -0.0762
8. O -0.0973
9. O -0.1001
10. O -0.1090
11. O -0.0577
12. O -0.0628
13. O -0.1033
14. N 0.1497
15. N 0.1496
16. C -0.1399
17. C -0.0496
18. C -0.2922
19. C -0.2900
20. C -0.0772
21. C -0.3204
22. C -0.2860
23. C -0.0701
24. C -0.0651
25. C -0.0812
26. C -0.1842
27. C -0.0666
28. C -0.1345
29. C -0.1503
30. C -0.0944
31. C -0.3596
32. C -0.3738
33. C -0.6055
34. C -0.1755
35. C -0.2777
36. H 0.0219
37. H 0.0966
38. H 0.0676
39. H 0.0426
40. H 0.0507
41. H 0.0715
42. H 0.0767
43. H 0.1284
44. H 0.0966
45. H 0.0527
46. H 0.1517
47. H 0.0436
48. H 0.0697
49. H 0.0937
50. H 0.0757
51. H 0.0262
52. H 0.0768
53. H 0.1026
54. H 0.0546
55. H 0.1542
56. H 0.0591
57. H 0.1382
58. H 0.0807
59. H 0.0297
60. H 0.0666
61. H 0.0492
62. H 0.0405
63. H 0.0298
64. H 0.0562
65. H 0.0840
66. H 0.0266
67. H 0.0961
68. H 0.0988
69. H 0.1172
70. H 0.0362
71. H 0.1065
72. H 0.0677
73. H 0.0703
74. H 0.1216
75. H 0.0970
76. H 0.0714
77. H 0.0605
78. H 0.0623
79. H 0.1002
80. H 0.0682
81. H 0.0785
82. H 0.0813
83. H 0.1186
84. H 0.0547
85. H 0.0512
86. H 0.0846
87. H 0.1309
88. H 0.0889
89. H 0.0355
90. H 0.0661
91. H 0.0265
92. H 0.0524
93. H 0.0890
94. H 0.0458
95. H 0.1127
96. H 0.1517
97. H 0.0841
98. H 0.0647
99. H 0.0337

***

Record 2
Below is C38H38N7O2S3Tc as an isolated structure, with properties calculated with the ωB97M-V functional and the def2-TZVPD basis.

Multiplicity: 2
Charge: +3
Energy above the lowest of the compared OMol25 structures with the same formula, charge and spin in kcal/mol: 0.00
E_LUMO (spin up / spin down) in Eh: -0.34201 / -0.34264
Gap between HOMO and LUMO (spin up / spin down) in eV: 5.18 / 5.16
HOMO level (spin up / spin down) in eV: -14.5 / -14.5

Cartesian coordinates (Å):
1 Tc -0.254 -0.235 -0.151
2 S -1.061 2.385 -1.854
3 S 2.067 -2.026 -5.162
4 S -4.397 0.414 3.903
5 O -1.727 3.461 -1.195
6 O -1.526 1.018 -1.629
7 N 0.726 -1.606 1.140
8 N 0.470 2.169 -1.149
9 N 2.058 2.364 0.479
10 N -0.582 -1.673 -1.666
11 N -2.159 -0.991 0.377
12 N 0.126 1.132 1.693
13 N 1.998 0.028 -0.622
14 C 1.087 3.029 -0.474
15 C -1.727 -2.382 -1.501
16 C 1.824 -2.292 0.418
17 C -0.307 3.419 -7.698
18 C -0.462 3.171 -6.229
19 C 2.518 -2.895 -6.564
20 C -6.335 -0.988 3.021
21 C -2.978 -0.590 1.337
22 C 1.232 2.075 1.777
23 C -0.274 1.885 -5.708
24 C -0.453 1.629 -4.366
25 C -4.214 -1.194 1.638
26 C 3.142 3.256 0.953
27 C 0.216 0.118 2.797
28 C -5.031 -0.690 2.737
29 C 3.037 4.571 0.863
30 C -4.596 -2.266 0.849
31 C 0.744 -3.093 -4.847
32 C -2.567 -2.023 -0.406
33 C 2.671 -1.298 -0.407
34 C -6.818 -0.324 4.175
35 C -2.112 -3.392 -2.388
36 C 0.166 -1.927 -2.731
37 C -4.135 -3.761 -1.101
38 C 1.701 -3.958 -6.780
39 C -1.011 3.976 -4.014
40 C 0.684 -4.072 -5.798
41 C -3.344 -4.094 -2.140
42 C -3.781 -2.687 -0.207
43 C 1.183 -0.973 2.397
44 C -1.289 -3.644 -3.491
45 C -0.137 -2.899 -3.695
46 C 2.784 1.126 -0.071
47 C -0.831 4.204 -5.364
48 C -5.876 0.466 4.755
49 C 0.939 4.462 -0.360
50 C 1.874 5.199 0.254
51 C -0.814 2.685 -3.525
52 H -0.191 4.478 -7.917
53 H 1.923 0.196 -1.618
54 H 3.365 -2.573 -7.149
55 H -0.782 -0.293 2.949
56 H -7.823 -0.429 4.556
57 H -0.992 5.198 -5.761
58 H -0.737 1.656 1.804
59 H 3.969 2.730 1.409
60 H 2.181 -0.562 2.226
61 H 1.983 1.728 2.484
62 H 0.549 2.879 -8.100
63 H 3.651 -1.146 0.044
64 H -5.968 1.078 5.638
65 H -3.630 -4.890 -2.816
66 H 0.898 3.069 2.072
67 H 1.287 -1.710 3.195
68 H 0.001 1.076 -6.373
69 H -6.949 -1.647 2.423
70 H 2.863 -1.738 -1.384
71 H -1.194 3.063 -8.226
72 H -0.054 -4.862 -5.809
73 H 0.024 -2.304 1.379
74 H 2.461 -2.834 1.120
75 H 0.521 0.586 3.735
76 H 1.061 -1.328 -2.848
77 H -1.576 -4.414 -4.196
78 H -1.326 4.773 -3.354
79 H 1.796 6.278 0.275
80 H -5.066 -4.286 -0.930
81 H 1.367 -3.027 -0.241
82 H 3.343 0.764 0.790
83 H 3.494 1.537 -0.790
84 H -2.664 0.278 1.904
85 H -0.348 0.624 -3.976
86 H 1.817 -4.638 -7.611
87 H 3.836 5.187 1.253
88 H 0.090 4.902 -0.861
89 H -5.528 -2.782 1.038

And the Löwdin charges, in e, turn out to be:
1. Tc 1.2314
2. S 0.7131
3. S 1.0296
4. S 1.0438
5. O -0.2416
6. O -0.3760
7. N -0.1756
8. N -0.0034
9. N -0.0989
10. N -0.0232
11. N -0.0301
12. N -0.0886
13. N -0.1119
14. C -0.2521
15. C -0.1452
16. C -0.1441
17. C -0.0171
18. C -0.2192
19. C -0.3741
20. C -0.0895
21. C -0.0732
22. C -0.0633
23. C -0.0032
24. C -0.0395
25. C -0.1701
26. C -0.0278
27. C -0.1509
28. C -0.4912
29. C 0.0171
30. C 0.0929
31. C -0.4868
32. C -0.1462
33. C -0.1270
34. C -0.1413
35. C -0.1082
36. C -0.1024
37. C 0.0214
38. C -0.1413
39. C -0.0259
40. C -0.0887
41. C 0.0198
42. C -0.1069
43. C -0.1544
44. C 0.0887
45. C -0.1750
46. C -0.0857
47. C 0.0052
48. C -0.3709
49. C 0.0302
50. C 0.0259
51. C -0.3118
52. H 0.0911
53. H 0.0998
54. H 0.0823
55. H 0.1132
56. H 0.1218
57. H 0.1330
58. H 0.1282
59. H 0.1489
60. H 0.1147
61. H 0.1441
62. H 0.0943
63. H 0.1258
64. H 0.0832
65. H 0.1338
66. H 0.1604
67. H 0.1489
68. H 0.1277
69. H 0.1215
70. H 0.1234
71. H 0.1069
72. H 0.1214
73. H 0.1390
74. H 0.1364
75. H 0.1392
76. H 0.0666
77. H 0.1368
78. H 0.1228
79. H 0.1419
80. H 0.1342
81. H 0.1194
82. H 0.1284
83. H 0.1663
84. H 0.0783
85. H 0.0992
86. H 0.1224
87. H 0.1450
88. H 0.1235
89. H 0.1395

***

Record 3
Below is the molecule C2H3BrO2 at a distorted geometry, with properties calculated with the ωB97M-V functional and the def2-TZVPD basis.

Energy above the lowest of the compared OMol25 structures with the same formula, charge and spin in kcal/mol: 40.19
E_LUMO in Eh: 0.01445
Gap between HOMO and LUMO in eV: 10.33
HOMO level in eV: -9.9
SMILES string: O=C[C@@H](O)Br

Cartesian coordinates (Å):
1 Br -1.055 -1.053 1.617
2 O 1.750 0.773 1.855
3 O -0.239 -0.419 -0.827
4 C 1.181 0.225 0.941
5 C -0.321 0.161 0.350
6 H -1.184 -0.809 -1.028
7 H 1.759 -0.647 0.323
8 H -0.797 1.107 0.465

And the Löwdin charges, in e, turn out to be:
1. Br 0.7904
2. O 0.0386
3. O -0.1016
4. C -0.3033
5. C -0.8372
6. H 0.1620
7. H 0.1591
8. H 0.0920

***

Record 4
Below is a 2-piece molecular cluster, C2H6Se2 overall at a distorted geometry, with properties calculated with the ωB97M-V functional and the def2-TZVPD basis.

Energy above the lowest of the compared OMol25 structures with the same formula, charge and spin in kcal/mol: 86.68
E_LUMO (spin up / spin down) in Eh: 0.00787 / 0.00325
Gap between HOMO and LUMO (spin up / spin down) in eV: 7.86 / 7.50
HOMO level (spin up / spin down) in eV: -7.6 / -7.4

Cartesian coordinates (Å):
1 Se -1.537 -1.595 -0.101
2 Se 1.803 -1.307 0.098
3 C 1.267 0.286 -0.492
4 C -1.455 0.145 0.500
5 H -2.242 0.870 0.176
6 H -1.233 0.073 1.642
7 H 1.359 0.321 -1.523
8 H 1.708 1.166 0.129
9 H 1.714 -0.752 1.384
10 H -1.483 -1.297 -1.480

And the Löwdin charges, in e, turn out to be:
1. Se 0.6796
2. Se 0.7512
3. C -0.5687
4. C -0.5174
5. H -0.0044
6. H 0.0149
7. H -0.0584
8. H 0.0386
9. H -0.1584
10. H -0.1770

***

Record 5
Below is C12H11PS as an isolated structure at a distorted geometry, with properties calculated with the ωB97M-V functional and the def2-TZVPD basis.

Energy above the lowest of the compared OMol25 structures with the same formula, charge and spin in kcal/mol: 39.72
E_LUMO in Eh: 0.00613
Gap between HOMO and LUMO in eV: 8.62
HOMO level in eV: -8.5

Cartesian coordinates (Å):
1 S 0.216 3.191 -1.894
2 P -0.022 1.332 -1.469
3 C -2.396 1.710 -0.011
4 C 2.399 -0.869 -1.195
5 C 3.347 -1.561 -0.491
6 C 2.942 -0.358 1.535
7 C 3.634 -1.350 0.860
8 C -3.786 -0.119 0.769
9 C 1.992 0.389 0.828
10 C -3.509 1.234 0.595
11 C -2.850 -1.037 0.254
12 C -1.437 0.789 -0.405
13 C -1.680 -0.558 -0.316
14 C 1.717 0.057 -0.486
15 H -0.224 0.734 -2.743
16 H 3.677 -2.511 -0.795
17 H -4.037 1.922 1.128
18 H -2.217 2.759 -0.136
19 H -3.059 -2.074 0.659
20 H 2.337 -1.171 -2.164
21 H 4.415 -1.967 1.243
22 H 2.868 -0.393 2.571
23 H -4.851 -0.200 1.053
24 H 1.392 1.227 1.266
25 H -0.867 -1.175 -0.657

And the Löwdin charges, in e, turn out to be:
1. S 0.1324
2. P 0.4289
3. C -0.1029
4. C -0.1188
5. C -0.0955
6. C -0.0762
7. C -0.0732
8. C -0.0654
9. C -0.1030
10. C -0.1042
11. C -0.0707
12. C -0.4101
13. C -0.1193
14. C -0.1710
15. H -0.0200
16. H 0.0917
17. H 0.0773
18. H 0.0856
19. H 0.1247
20. H 0.0775
21. H 0.0968
22. H 0.0830
23. H 0.1186
24. H 0.1187
25. H 0.0951

***

Record 6
Below is C9H18AlO6S as an isolated structure, with properties calculated with the ωB97M-V functional and the def2-TZVPD basis.

Charge: -1
E_LUMO in Eh: 0.09965
Gap between HOMO and LUMO in eV: 6.86
HOMO level in eV: -4.1

Cartesian coordinates (Å):
1 S -0.372 -0.851 -3.473
2 Al -0.075 -3.039 -0.919
3 O 1.842 1.746 0.298
4 O -3.356 0.927 1.329
5 O -1.213 1.587 1.429
6 O -2.817 3.096 1.745
7 O 2.347 0.356 2.000
8 O 3.050 -0.124 -0.055
9 C 0.483 -2.274 -2.731
10 C -0.549 2.848 1.437
11 C -2.070 -0.827 -2.843
12 C 3.674 -1.081 0.801
13 C -1.586 3.737 2.098
14 C 2.366 0.752 0.705
15 C -2.256 -0.031 -1.545
16 C 2.837 -0.990 2.063
17 C -2.542 1.783 1.482
18 H 0.527 -3.070 -3.490
19 H -1.582 4.761 1.730
20 H 0.798 -2.249 0.221
21 H 1.984 -1.668 2.035
22 H 1.514 -1.903 -2.609
23 H 3.651 -2.063 0.334
24 H 0.383 2.766 1.986
25 H -3.224 -0.256 -1.078
26 H -1.469 -0.305 -0.829
27 H -2.622 -0.320 -3.652
28 H -2.174 1.049 -1.738
29 H 4.709 -0.771 0.965
30 H 3.407 -1.135 2.977
31 H -0.331 3.141 0.410
32 H -1.659 -2.878 -0.658
33 H -1.498 3.744 3.187
34 H 0.314 -4.623 -0.856
35 H -2.491 -1.836 -2.757

And the Löwdin charges, in e, turn out to be:
1. S 0.6893
2. Al 0.1772
3. O 0.1387
4. O 0.1546
5. O 0.0658
6. O 0.0442
7. O 0.0461
8. O 0.0532
9. C -0.6757
10. C -0.1333
11. C -0.6178
12. C -0.1300
13. C -0.1236
14. C -0.5588
15. C -0.2084
16. C -0.1350
17. C -0.5663
18. H -0.0219
19. H 0.1253
20. H -0.1209
21. H 0.0922
22. H -0.0256
23. H 0.1281
24. H 0.1194
25. H 0.0647
26. H 0.0348
27. H 0.0455
28. H 0.0652
29. H 0.1241
30. H 0.1235
31. H 0.1304
32. H -0.1213
33. H 0.1259
34. H -0.1569
35. H 0.0473